(P)
Here is an isolated molecule of C4H10N2OS from OMol25. Energies are from ωB97M-V/def2-TZVPD.

Each line ends with the Mulliken charge.
Positions of all 18 atoms, in Å:
H  -1.280  2.430  -0.798  0.265
N  -0.323  2.137  -0.970  -0.810
C  -0.122  0.990  -0.503  0.410
N  1.115  0.438  -0.712  -0.272
S  2.018  -0.560  0.329  -0.133
C  -1.123  0.240  0.392  0.189
C  -0.964  0.539  1.909  -1.284
O  -0.989  -1.143  0.196  -0.384
C  -1.508  -1.589  -1.048  -0.706
H  1.755  1.091  -1.184  0.322
H  1.783  -1.704  -0.313  0.119
H  -2.118  0.581  0.061  0.441
H  -0.849  1.620  2.145  0.325
H  -0.084  0.065  2.272  0.345
H  -1.851  0.073  2.392  0.334
H  -2.547  -1.269  -1.216  0.308
H  -1.574  -2.702  -1.023  0.253
H  -0.853  -1.191  -1.887  0.278

Summary:
Kohn-Sham gap in eV: 9.971
Structure (SMILES): [H]/N=C(/NS)[C@H](C)OC


(Q)
Here is an isolated molecule of C4H10N2OS from OMol25. Energies are from ωB97M-V/def2-TZVPD.

Each line ends with the Mulliken charge.
Positions of all 18 atoms, in Å:
N  1.460  0.922  1.622  -0.456
C  0.190  0.596  1.073  -0.620
C  0.303  -0.189  -0.306  0.290
C  -0.608  -1.404  -0.161  -1.068
S  0.138  -2.444  1.156  -0.225
N  -0.003  0.718  -1.439  -0.308
C  -1.313  1.104  -1.692  -0.059
O  -2.306  0.524  -1.331  -0.475
H  2.142  0.273  1.960  0.156
H  1.866  1.835  1.555  0.161
H  -0.318  1.520  0.780  0.336
H  -0.542  0.173  1.761  0.347
H  1.358  -0.410  -0.433  0.255
H  -1.591  -1.136  0.178  0.393
H  -0.897  -1.987  -1.034  0.477
H  0.797  -3.276  0.337  0.131
H  0.644  1.497  -1.387  0.301
H  -1.322  1.686  -2.638  0.365

Summary:
Kohn-Sham gap in eV: 9.614
Structure (SMILES): NC[C@@H](CS)NC=O


Most stable one: (Q), least stable one: (P).


(P)
Here is an isolated molecule of C4H10N2OS from OMol25. Energies are from ωB97M-V/def2-TZVPD.

Each line ends with the Mulliken charge.
Positions of all 18 atoms, in Å:
C  -0.132  0.419  2.558  -0.809
N  -0.983  -0.588  1.911  -0.164
C  -1.152  -0.757  0.572  0.279
O  -1.956  -1.547  0.116  -0.645
C  -0.359  0.170  -0.419  -0.075
N  -1.058  0.273  -1.665  -0.640
C  1.068  -0.346  -0.608  -0.696
S  2.190  0.959  -1.181  -0.263
H  0.523  0.904  1.844  0.296
H  0.551  -0.133  3.209  0.286
H  -0.724  1.116  3.091  0.305
H  -1.723  -0.968  2.475  0.269
H  -0.289  1.160  0.014  0.480
H  -1.249  -0.633  -2.075  0.259
H  -1.932  0.768  -1.560  0.239
H  1.442  -0.623  0.374  0.326
H  1.146  -1.217  -1.248  0.416
H  1.465  1.406  -2.215  0.138

Summary:
Kohn-Sham gap in eV: 9.708
Structure (SMILES): CNC(=O)[C@H](N)CS


(Q)
Here is an isolated molecule of C4H10N2OS from OMol25. Energies are from ωB97M-V/def2-TZVPD.

Each line ends with the Mulliken charge.
Positions of all 18 atoms, in Å:
C  -2.825  -0.032  0.567  -1.162
C  -1.586  -0.624  -0.090  -0.251
N  -0.937  0.167  -1.118  -0.617
N  -0.105  1.158  -0.686  -0.027
C  1.161  0.942  -0.273  0.539
O  1.894  1.778  0.168  -0.575
S  1.696  -0.761  -0.582  -0.080
C  3.233  -0.563  0.430  -0.797
H  -3.075  -0.732  1.390  0.319
H  -2.670  0.930  1.016  0.335
H  -3.710  -0.015  -0.087  0.294
H  -0.851  -0.868  0.672  0.309
H  -1.843  -1.523  -0.622  0.348
H  -0.558  -0.367  -1.885  0.313
H  -0.408  2.088  -0.697  0.211
H  2.987  -0.454  1.479  0.251
H  3.720  0.341  0.089  0.289
H  3.878  -1.466  0.229  0.300

Summary:
Kohn-Sham gap in eV: 10.009
Structure (SMILES): CCNNC(=O)SC


Most stable one: (P), least stable one: (Q).


(P)
Here is an isolated molecule of C7H12N2O from OMol25. Energies are from ωB97M-V/def2-TZVPD.

Each line ends with the Mulliken charge.
Positions of all 22 atoms, in Å:
C  1.512  1.442  -0.285  -1.593
C  1.088  -0.029  -0.146  2.051
C  1.536  -0.569  1.218  -1.606
C  1.718  -0.857  -1.268  -1.786
C  -0.411  -0.100  -0.231  -0.076
C  -1.371  0.376  0.630  -0.257
C  -2.576  -0.055  0.027  0.149
N  -3.854  0.181  0.447  -0.469
N  -2.315  -0.757  -1.066  -0.661
O  -0.970  -0.584  -1.345  -0.162
H  1.090  2.043  0.516  0.363
H  1.167  1.848  -1.234  0.397
H  2.597  1.522  -0.246  0.412
H  1.096  0.005  2.028  0.336
H  2.620  -0.504  1.302  0.426
H  1.245  -1.611  1.331  0.393
H  1.444  -0.457  -2.240  0.373
H  1.381  -1.890  -1.219  0.394
H  2.803  -0.834  -1.183  0.425
H  -1.252  0.906  1.553  0.391
H  -4.561  -0.356  -0.030  0.267
H  -3.987  0.278  1.440  0.234

Summary:
Kohn-Sham gap in eV: 9.648
Structure (SMILES): CC(C)(C)c1cc(N)no1


(Q)
Here is an isolated molecule of C7H12N2O from OMol25. Energies are from ωB97M-V/def2-TZVPD.

Each line ends with the Mulliken charge.
Positions of all 22 atoms, in Å:
C  -2.592  -0.135  0.730  -1.122
C  -1.691  0.281  -0.428  -0.893
C  -0.186  0.312  -0.099  1.443
C  0.240  -0.997  0.595  0.171
N  0.004  -2.163  -0.028  -0.372
O  0.636  -1.082  1.765  -0.677
C  0.216  1.486  0.767  -0.811
C  1.253  2.135  0.239  -0.457
C  1.696  1.484  -1.039  -0.586
N  0.612  0.540  -1.317  -0.475
H  -3.632  0.152  0.525  0.393
H  -2.574  -1.223  0.889  0.291
H  -2.291  0.348  1.670  0.283
H  -1.850  -0.392  -1.285  0.234
H  -1.955  1.291  -0.772  0.369
H  0.055  -2.170  -1.039  0.226
H  0.107  -2.939  0.706  0.301
H  -0.287  1.729  1.702  0.376
H  1.732  3.020  0.656  0.423
H  2.678  0.992  -0.902  0.238
H  1.814  2.209  -1.860  0.337
H  0.928  -0.315  -1.760  0.309

Summary:
Kohn-Sham gap in eV: 9.499
Structure (SMILES): CC[C@]1(C(N)=O)C=CCN1


(R)
Here is a cluster of 2 separate species, C7H12N2O in total from OMol25. Energies are from ωB97M-V/def2-TZVPD.

Each line ends with the Mulliken charge.
Positions of all 22 atoms, in Å:
C  -1.064  1.683  0.969  -0.860
C  -1.277  0.881  -0.058  0.854
C  -1.076  1.216  -1.604  -1.124
C  -1.807  -0.381  0.233  0.021
N  -2.528  -1.178  0.620  -0.542
H  -1.214  1.227  1.991  0.250
H  -0.857  2.699  0.876  0.347
H  -1.623  2.128  -1.813  0.423
H  -1.449  0.310  -2.153  0.257
H  0.025  1.333  -1.585  0.378
C  0.800  -1.579  -1.170  -1.468
C  0.937  -0.691  -0.002  1.392
C  0.881  -1.091  1.435  -1.572
N  1.509  0.394  -0.433  -0.564
O  1.766  1.428  0.554  -0.355
H  -0.328  -1.839  -1.358  0.207
H  1.202  -1.159  -2.068  0.412
H  1.238  -2.536  -1.054  0.429
H  0.501  -0.377  2.139  0.358
H  0.300  -2.079  1.581  0.312
H  2.000  -1.294  1.604  0.508
H  2.063  0.905  1.296  0.338

Summary:
Kohn-Sham gap in eV: 10.410
Structure (SMILES): C=C(C)C#N.CC(C)=NO


Most stable one: (Q), least stable one: (R).


(P)
Here is a cluster of 2 separate species, C2H7S3 in total from OMol25. Energies are from ωB97M-V/def2-TZVPD.

Each line ends with the Mulliken charge.
Positions of all 12 atoms, in Å:
C  -0.392  -1.778  -1.804  -0.733
S  -0.996  -2.755  -0.474  -0.254
H  -0.645  -2.236  -2.807  0.259
H  0.725  -1.814  -1.758  0.244
H  -0.945  -0.836  -2.013  0.286
C  0.878  2.423  1.150  -0.669
S  -0.653  1.412  1.455  -0.178
S  -0.440  -0.332  2.491  -0.647
H  1.630  1.708  1.469  0.220
H  0.879  2.602  0.049  0.189
H  0.843  3.462  1.683  0.195
H  -0.883  -1.856  0.558  0.088

Summary:
Kohn-Sham gap in eV: 5.768
Total charge: -1


(Q)
Here is a cluster of 2 separate species, C2H7S3 in total from OMol25. Energies are from ωB97M-V/def2-TZVPD.

Each line ends with the Mulliken charge.
Positions of all 12 atoms, in Å:
C  -1.493  -0.913  1.079  -0.684
S  -2.853  -0.501  2.368  -0.294
H  -1.217  -1.954  1.317  0.353
H  -1.995  -1.157  0.193  0.365
H  -0.854  -0.091  1.101  0.113
C  2.458  1.309  -1.279  -0.857
S  0.856  0.713  -0.737  -0.147
S  0.573  -1.078  -1.722  -0.697
H  3.171  0.439  -1.233  0.239
H  2.865  2.049  -0.578  0.266
H  2.489  1.725  -2.266  0.267
H  -3.999  -0.542  1.756  0.074

Summary:
Kohn-Sham gap in eV: 5.387
Total charge: -1


Most stable one: (Q), least stable one: (P).